A single C5H6N2 molecule. Source: OMol25; level of theory: ωB97M-V with the def2-TZVPD basis set.

XYZ file:
```
13
Properties=species:S:1:pos:R:3:forces:R:3:lowdin_charge:R:1
C -0.981971 -0.591890 -0.106349 2.300 -3.265 -0.519 -0.4337
C -1.441449 0.610469 0.465148 -1.438 4.003 0.239 -0.0792
C -1.830983 1.748170 0.744945 -0.844 -1.106 -0.777 0.1371
C 1.413465 -0.428638 0.545297 1.016 2.321 0.167 -0.1200
C 1.294403 0.249503 -0.812482 0.027 0.978 -1.076 -0.1733
H -0.959501 -2.418076 -0.436041 0.212 -0.070 -0.682 0.0586
H -2.483384 2.691277 0.835772 1.779 -2.025 0.108 0.0811
H 1.193519 0.346205 1.441141 0.073 -2.235 -2.089 0.1508
H 2.246375 -1.135163 0.698799 -0.685 0.400 0.084 0.0955
H 1.851922 0.183620 -1.777069 0.240 -0.974 1.241 0.1060
H 0.890762 1.273779 -0.903484 -0.271 -0.498 0.983 0.0946
N -1.612025 -1.677130 -0.235501 -2.587 0.640 1.134 0.1620
N 0.418866 -0.852124 -0.460176 0.178 1.832 1.187 -0.0797
```
Forces are in eV/Å.

ΔE to the lowest compared entry with this formula, charge and spin = 463.1 kJ/mol
LUMO energy = 0.403 eV
SMILES string = [H]/N=C(/C#C)N1CC1
M = 94.117 g mol⁻¹
Calculated total energy = -8257.55842 eV

***

A single C5H6N2 molecule. Source: OMol25; level of theory: ωB97M-V with the def2-TZVPD basis set.

XYZ file:
```
13
Properties=species:S:1:pos:R:3:forces:R:3:lowdin_charge:R:1
C -0.168197 0.164410 1.385051 -0.354 -0.028 -0.086 -0.0353
C 0.229603 -0.034585 -0.022917 4.872 1.131 -0.528 -0.3533
C 1.782936 0.190339 -0.464684 -1.729 -0.827 1.548 -0.1686
N -0.331984 -0.229508 -1.113094 -6.414 -0.779 -0.647 0.0943
N 2.504827 0.876224 0.287473 0.481 0.330 0.723 0.0896
C -1.860700 -0.385608 -1.004966 2.593 -0.506 -1.359 -0.1291
C -2.972227 -0.749210 -1.329702 1.557 0.478 0.665 0.0801
H 3.486709 0.957323 0.025383 -0.204 0.011 -0.382 0.0550
H 2.088961 -0.336815 -1.373693 -0.227 0.175 -0.032 0.1049
H 0.713071 0.251036 2.016245 -0.022 -0.059 -0.046 0.0699
H -0.738968 1.090845 1.457789 -0.066 0.004 0.051 0.0955
H -0.810868 -0.656799 1.700861 -0.021 0.011 0.086 0.0874
H -3.923164 -1.137651 -1.563747 -0.467 0.058 0.008 0.0095
```
Forces are in eV/Å.

ΔE to the lowest compared entry with this formula, charge and spin = 373.0 kJ/mol
LUMO energy = 0.657 eV
SMILES string = [H]/N=C/C(C)=N/C#C
M = 94.117 g mol⁻¹
Calculated total energy = -8258.49251 eV

***

A single C5H6N2 molecule. Source: OMol25; level of theory: ωB97M-V with the def2-TZVPD basis set.

XYZ file:
```
13
Properties=species:S:1:pos:R:3:forces:R:3:lowdin_charge:R:1
N 2.562059 -1.323924 1.645720 -1.147 1.121 -0.482 0.1553
C 1.761459 -0.506139 1.439894 1.155 -1.054 0.326 -0.1940
C 0.778335 0.568497 1.415201 -0.247 0.128 0.128 -0.1774
C -0.191096 0.566937 -1.809223 -0.178 -0.133 -0.082 0.0081
C -1.157882 0.032457 -1.071466 0.017 0.219 -0.043 -0.1642
C -0.857514 -0.661634 0.246843 0.033 -0.033 -0.003 -0.2289
N -0.428640 0.466986 1.053919 0.420 0.053 0.132 0.0442
H 1.132732 1.532334 1.778620 -0.020 -0.220 0.285 0.1136
H -0.413447 1.127121 -2.711953 0.005 -0.040 0.130 0.0568
H 0.863407 0.501932 -1.528522 -0.280 -0.181 -0.107 0.0658
H -2.205008 0.260177 -1.267414 0.204 -0.270 -0.235 0.0986
H -0.094832 -1.447039 0.119796 -0.078 0.214 0.083 0.1076
H -1.749576 -1.117703 0.688581 0.116 0.195 -0.133 0.1145
```
Forces are in eV/Å.

ΔE to the lowest compared entry with this formula, charge and spin = 207.2 kJ/mol
LUMO energy = -0.003 eV
SMILES string = C=CC/N=C\C#N
M = 94.117 g mol⁻¹
Calculated total energy = -8260.21064 eV

***

A single C5H6N2 molecule. Source: OMol25; level of theory: ωB97M-V with the def2-TZVPD basis set.

XYZ file:
```
13
Properties=species:S:1:pos:R:3:forces:R:3:lowdin_charge:R:1
C 2.106311 -0.065723 0.048469 -1.966 -1.052 -1.241 -0.1308
C -1.132869 0.993773 0.257500 1.445 -2.851 -1.679 -0.0394
C -0.161788 1.133340 -0.654614 0.684 2.710 1.333 -0.1143
C -1.075840 -0.477668 0.710496 -2.451 0.734 0.384 -0.2194
C 0.587811 -0.111220 -0.841760 2.206 -1.095 -0.388 -0.2846
N 3.035640 -0.519141 0.569767 -0.464 0.658 -0.195 0.0666
N -0.302597 -1.130455 -0.313600 1.822 -0.199 -0.059 -0.0449
H -1.905907 1.644088 0.511136 -0.700 1.223 0.771 0.0844
H 0.331133 2.124982 -0.833747 -0.907 -1.017 -0.678 0.1283
H -0.512149 -0.410904 1.670681 -0.800 -0.567 -0.074 0.1263
H -2.164469 -0.907330 0.743316 2.179 0.467 0.522 0.1450
H 0.925698 -0.354389 -1.907051 -0.236 0.433 1.635 0.1490
H 0.269023 -1.919355 0.039404 -0.812 0.557 -0.330 0.1339
```
Forces are in eV/Å.

ΔE to the lowest compared entry with this formula, charge and spin = 234.4 kJ/mol
LUMO energy = 0.722 eV
SMILES string = N#C[C@@H]1C=CCN1
M = 94.117 g mol⁻¹
Calculated total energy = -8259.92945 eV